Density functional theory data (ωB97M-V/def2-TZVPD) for one molecule with the formula C5H12N2O.

The relative energy (zero: lowest compared OMol25 entry of this formula, charge and spin) is 3.3201 eV. Its HOMO energy is -9.0 eV. The calculation puts the molecular weight at 116.2 g/mol. The calculation puts the total energy at -382.380519 Eh. Its structure (SMILES) is C[C@@H](C(N)=O)N(C)C.

Structure (ORCA input):
```
! wB97M-V def2-TZVPD RIJCOSX def2/J DEFGRID3
* xyz 0 1
C -0.18 0.11 -1.61
C 0.60 -0.39 -0.39
C 1.83 0.52 -0.51
N 2.07 1.47 0.44
O 2.62 0.69 -1.45
N -0.30 -0.53 0.83
C -1.17 -1.80 0.57
C -1.18 0.65 1.16
H -1.07 0.42 -1.28
H -0.40 -0.75 -2.24
H 0.34 0.81 -2.17
H 0.95 -1.43 -0.59
H 1.48 1.79 1.11
H 2.91 1.97 0.33
H -1.87 -1.72 -0.30
H -1.75 -1.94 1.52
H -0.36 -2.63 0.61
H -2.32 0.41 1.32
H -1.33 1.54 0.50
H -0.88 0.83 2.18
*
```

Löwdin atomic charge list, values in e, 5 entries: -0.04, -0.26, -0.46, 0.18, 0.01

---

Density functional theory data (ωB97M-V/def2-TZVPD) for C32H34As2F5NiO2S2Se as an isolated structure.

The relative energy (zero: lowest compared OMol25 entry of this formula, charge and spin) is 0.0000 eV. Its HOMO energy (spin up / spin down) is -10.4 / -10.6 eV. The calculation puts the molecular weight at 897.2 g/mol. The calculation puts the total energy at -11067.018431 Eh.

Structure (ORCA input):
```
! wB97M-V def2-TZVPD RIJCOSX def2/J DEFGRID3
* xyz 1 3
Ni -1.29 -0.29 0.78
C -1.80 -2.70 3.91
As -0.75 -1.40 2.93
C -0.19 -0.22 4.35
C 0.89 -2.35 2.49
C 1.88 -2.56 3.43
C 3.08 -3.17 3.08
C 3.28 -3.58 1.77
C 2.29 -3.38 0.82
C 1.09 -2.77 1.17
As -0.32 -2.44 -0.14
C -1.38 -4.06 0.10
C 0.53 -2.86 -1.83
H -1.21 -3.12 4.72
H -2.12 -3.50 3.24
H -2.68 -2.20 4.31
H 0.08 -0.78 5.25
H -1.01 0.46 4.59
H 0.67 0.36 4.02
H 1.74 -2.25 4.46
H 3.85 -3.33 3.82
H 4.21 -4.05 1.48
H 2.46 -3.71 -0.20
H -0.71 -4.91 0.20
H -2.04 -4.20 -0.75
H -2.00 -3.97 0.99
H 0.81 -3.91 -1.85
H 1.41 -2.24 -1.98
H -0.19 -2.66 -2.62
O -1.82 1.48 1.81
S -1.68 2.96 2.12
C 0.09 3.28 2.51
C 1.00 4.02 1.52
C 1.62 3.18 0.41
C 2.63 2.15 0.92
S 2.08 0.43 0.73
O 0.59 0.57 0.99
C 2.26 0.23 -1.02
C 3.47 -0.31 -1.46
C 3.67 -0.48 -2.83
C 2.67 -0.12 -3.72
C 1.46 0.40 -3.26
C 1.25 0.57 -1.90
C -1.88 3.89 0.62
C -2.27 5.22 0.76
C -2.42 6.00 -0.37
C -2.21 5.45 -1.63
C -1.86 4.11 -1.76
C -1.69 3.33 -0.63
H 0.45 2.28 2.75
H 0.03 3.85 3.44
H 1.80 4.47 2.11
H 0.46 4.85 1.07
H 2.13 3.85 -0.29
H 0.83 2.68 -0.16
H 2.81 2.25 2.00
H 3.60 2.20 0.42
H 4.23 -0.61 -0.75
H 4.60 -0.90 -3.19
H 2.82 -0.26 -4.78
H 0.69 0.66 -3.97
H 0.31 0.96 -1.54
H -2.45 5.64 1.74
H -2.71 7.04 -0.28
H -2.35 6.06 -2.51
H -1.73 3.67 -2.74
H -1.46 2.27 -0.72
F -2.12 -3.27 -5.53
C -2.37 -2.56 -4.43
C -1.90 -1.27 -4.32
F -1.19 -0.72 -5.31
C -2.15 -0.54 -3.16
F -1.67 0.71 -3.11
C -2.86 -1.07 -2.10
Se -3.23 -0.01 -0.55
C -3.34 -2.36 -2.25
F -4.06 -2.93 -1.28
C -3.10 -3.11 -3.39
F -3.55 -4.36 -3.49
*
```

Löwdin atomic charge list, values in e, 5 entries: 0.04, -0.25, 1.18, -0.26, -0.41

---

Density functional theory data (ωB97M-V/def2-TZVPD) for C10H11CaCl2NO2 as an isolated structure.

The relative energy (zero: lowest compared OMol25 entry of this formula, charge and spin) is 0.0996 eV. Its HOMO energy (spin up / spin down) is 2.0 / 1.9 eV. The calculation puts the molecular weight at 288.2 g/mol. The calculation puts the total energy at -2190.759860 Eh.

Structure (ORCA input):
```
! wB97M-V def2-TZVPD RIJCOSX def2/J DEFGRID3
* xyz -2 1
C -2.09 -1.22 -1.28
C -0.75 -1.66 -1.50
C -0.05 -0.60 -2.13
C -0.95 0.49 -2.31
C -2.22 0.10 -1.79
Ca -0.38 0.38 0.38
C 1.19 -1.59 1.41
C -0.08 -1.88 1.69
C -1.13 -2.51 2.21
N -2.21 0.44 1.61
H 0.99 -0.63 -2.47
H -0.35 -2.64 -1.25
H -0.73 1.43 -2.81
H -3.13 0.69 -1.81
H -2.89 -1.82 -0.84
H 1.71 -2.02 0.54
H -3.05 0.71 2.14
H 1.80 -0.95 2.07
H -1.02 -3.46 2.75
H -2.15 -2.11 2.12
Cl 3.81 2.98 -1.38
C 3.06 2.98 0.22
Cl 2.64 4.58 0.83
C 1.75 2.14 0.21
O 1.40 1.69 1.35
O 1.11 1.96 -0.87
H 3.74 2.51 0.94
*
```

Löwdin atomic charge list, values in e, 5 entries: -0.23, -0.27, -0.28, -0.26, -0.22

---

Density functional theory data (ωB97M-V/def2-TZVPD) for a 5-piece molecular cluster, C30H73N3 overall.

The relative energy (zero: lowest compared OMol25 entry of this formula, charge and spin) is 5.2426 eV. Its HOMO energy is -8.0 eV. The calculation puts the molecular weight at 475.9 g/mol. The calculation puts the total energy at -1350.473967 Eh. Its structure (SMILES) is CCN(CC)CC.CCN(CC)CC.CCN(CC)CC.CCCCCC.CCCCCC.

Structure (ORCA input):
```
! wB97M-V def2-TZVPD RIJCOSX def2/J DEFGRID3
* xyz 0 1
C -1.39 0.45 -2.68
C -2.33 -0.65 -3.17
N -2.03 -2.06 -2.49
C -3.24 -2.90 -2.23
C -3.97 -3.42 -3.46
C -0.87 -2.66 -3.21
C -0.37 -3.83 -2.12
H -1.42 0.53 -1.59
H -1.83 1.32 -3.09
H -0.39 0.19 -3.07
H -2.37 -0.63 -4.24
H -3.28 -0.41 -2.63
H -3.86 -2.24 -1.45
H -2.97 -3.85 -1.68
H -3.11 -3.96 -4.06
H -4.14 -2.42 -4.15
H -4.75 -3.68 -3.05
H -0.13 -1.93 -3.45
H -1.01 -3.25 -4.18
H -0.15 -3.49 -1.18
H 0.51 -4.43 -2.40
H -1.01 -4.58 -2.08
C 1.95 -1.42 0.63
C 0.53 -1.35 1.10
N 0.33 -1.53 2.56
C -0.75 -0.72 3.17
C -2.09 -1.06 2.53
C 0.32 -2.94 2.98
C 0.84 -3.08 4.41
H 1.99 -1.13 -0.47
H 2.30 -2.45 0.89
H 2.68 -0.82 1.09
H -0.17 -1.86 0.66
H 0.18 -0.51 0.85
H -0.55 0.16 2.84
H -0.59 -0.77 4.15
H -2.42 -2.14 2.43
H -2.05 -0.96 1.28
H -3.04 -0.43 2.72
H 1.10 -3.52 2.38
H -0.50 -3.30 2.82
H 1.69 -2.50 4.95
H 1.28 -4.01 4.60
H 0.06 -3.02 5.09
C -0.79 3.60 1.90
C -0.21 2.93 0.59
N 0.36 3.90 -0.25
C 1.61 3.51 -1.02
C 1.51 2.29 -1.85
C -0.72 4.35 -1.23
C -0.41 5.84 -1.52
H -1.12 3.09 2.70
H -1.54 4.19 1.69
H -0.16 4.21 2.38
H -0.89 2.24 0.09
H 0.54 2.33 0.94
H 2.44 3.36 -0.44
H 2.18 4.20 -1.57
H 1.14 1.37 -1.42
H 2.50 2.03 -2.40
H 0.87 2.57 -2.62
H -1.83 4.51 -0.87
H -0.79 3.80 -2.13
H -0.15 6.46 -0.67
H -1.09 6.28 -2.06
H 0.67 5.97 -1.91
C 3.83 -4.03 -2.02
C 5.07 -4.19 -1.35
C 6.02 -2.99 -1.31
C 7.10 -3.04 -0.17
C 7.97 -1.72 -0.11
C 8.80 -1.64 1.14
H 3.39 -3.26 -1.51
H 3.21 -5.02 -1.99
H 4.09 -3.54 -3.12
H 5.56 -5.02 -1.51
H 4.97 -4.07 -0.43
H 5.46 -1.98 -1.42
H 6.70 -2.91 -2.24
H 7.68 -3.92 -0.25
H 6.58 -3.34 0.83
H 7.24 -0.99 -0.30
H 8.63 -1.71 -1.00
H 8.12 -1.45 1.98
H 9.57 -0.89 1.07
H 9.34 -2.54 1.29
C -3.92 5.58 2.48
C -5.29 4.85 2.82
C -5.02 3.24 2.59
C -4.86 2.86 1.16
C -4.71 1.27 1.14
C -4.22 0.83 -0.25
H -3.12 5.34 3.18
H -4.01 6.82 2.61
H -3.62 5.43 1.40
H -6.20 5.12 2.18
H -5.62 5.06 3.92
H -5.95 2.73 2.97
H -4.01 2.84 3.21
H -3.97 3.41 0.59
H -5.90 3.17 0.75
H -5.71 0.89 1.40
H -4.14 0.92 1.79
H -3.82 -0.05 -0.25
H -3.38 1.38 -0.55
H -4.98 0.77 -1.02
*
```

Löwdin atomic charge list, values in e, 5 entries: -0.10, -0.21, -0.18, -0.29, -0.08